Density functional theory data (ωB97M-V/def2-TZVPD) for a structure of composition C2H6BF4ORbS.

Last column: Löwdin charge in e.
Atoms and positions in Å:
Rb: 1.481 -0.771 0.934  1.0676
B: 3.459 -2.035 3.513  -1.2598
F: 4.289 -2.903 4.186  0.1405
F: 2.881 -2.664 2.349  -0.0649
F: 2.400 -1.593 4.325  0.0825
F: 4.173 -0.904 3.005  0.0410
C: -2.990 0.310 -1.973  -0.2524
S: -1.803 0.965 -0.798  0.8408
O: -0.800 -0.129 -0.608  -0.7002
C: -1.006 2.129 -1.917  -0.2462
H: -3.613 1.123 -2.342  0.0573
H: -3.604 -0.454 -1.507  0.0567
H: -2.406 -0.128 -2.786  0.0661
H: -0.257 1.540 -2.443  0.0611
H: -0.531 2.899 -1.311  0.0511
H: -1.673 2.615 -2.626  0.0588

Values from the calculation:
LUMO energy ... -0.5 eV
ΔE to the lowest compared entry with this formula, charge and spin ... 0.00 kcal/mol
Kohn-Sham gap ... 10.11 eV
HOMO energy ... -10.62 eV
Spin multiplicity ... 1

Density functional theory data (ωB97M-V/def2-TZVPD) for a structure of composition C11H8Cl4CrN2O9P2.

Last column: Mulliken spin population.
Atoms and positions in Å:
Cr: -0.398 0.453 0.065  1.0270
O: 0.404 3.395 3.255  -0.0004
P: -0.421 2.307 2.437  -0.0027
O: -1.276 1.495 3.328  0.0003
O: 0.522 1.598 1.459  0.0019
O: -1.385 3.215 1.487  -0.0009
P: -2.180 2.490 0.265  -0.0051
O: -2.364 0.984 0.907  0.0006
O: -3.399 3.207 -0.082  0.0004
O: -1.101 2.140 -0.777  0.0032
H: 1.070 3.809 2.691  0.0001
H: -2.267 0.977 1.899  -0.0001
Cl: -2.336 -5.827 1.310  -0.0004
C: -2.065 -4.291 0.550  -0.0024
C: -2.679 -3.991 -0.662  -0.0011
Cl: -3.724 -5.147 -1.422  -0.0001
C: -2.455 -2.756 -1.274  -0.0054
Cl: -3.178 -2.341 -2.791  0.0000
C: -1.628 -1.824 -0.666  0.0024
O: -1.303 -0.647 -1.171  -0.0102
C: -1.015 -2.124 0.562  0.0036
O: -0.214 -1.177 1.029  -0.0003
C: -1.227 -3.356 1.159  -0.0031
Cl: -0.419 -3.684 2.655  0.0001
N: 1.046 1.779 -2.567  0.0002
C: 1.948 1.209 -1.724  0.0012
C: 3.327 1.439 -1.899  -0.0016
C: 4.223 0.772 -1.113  0.0017
C: 3.764 -0.130 -0.149  -0.0008
C: 2.410 -0.275 -0.007  0.0084
N: 1.503 0.379 -0.766  -0.0145
H: 1.375 2.578 -3.082  0.0000
H: 0.092 1.872 -2.234  0.0002
H: 3.651 2.142 -2.656  0.0000
H: 5.285 0.948 -1.239  0.0002
H: 4.438 -0.687 0.484  0.0000
H: 1.978 -0.928 0.740  -0.0023

Values from the calculation:
LUMO energy (spin up / spin down) ... 2.1 / 2.4 eV
Expectation value of S² ... 0.7592
Charge ... -1
Kohn-Sham gap (spin up / spin down) ... 7.22 / 7.53 eV
HOMO energy (spin up / spin down) ... -5.10 / -5.16 eV
Spin multiplicity ... 2

Density functional theory data (ωB97M-V/def2-TZVPD) for a cluster of 9 separate species, C30H47BN5O27 in total.

Last column: Löwdin charge in e.
Atoms and positions in Å:
C: 0.766 1.382 -3.426  -0.0415
C: 0.104 2.771 -3.329  -0.1805
O: 0.831 3.686 -2.422  0.0101
C: 0.915 4.855 -3.043  -0.4262
N: 1.956 5.452 -3.578  0.2898
C: 1.430 6.618 -4.111  -0.2718
N: 2.124 7.513 -4.773  0.1137
C: 1.559 8.734 -5.373  -0.0981
C: 0.838 9.691 -4.374  -0.2111
N: -0.636 9.732 -4.624  -0.0082
B: 3.618 7.271 -4.943  -0.6588
O: 4.473 8.266 -4.489  0.1861
O: 4.121 6.142 -5.487  0.1872
N: 0.117 6.690 -3.845  0.1643
N: -0.221 5.572 -3.158  0.1457
H: 1.462 1.223 -2.588  0.0884
H: 1.322 1.346 -4.378  0.0798
H: 0.023 0.570 -3.463  0.0801
H: -0.969 2.708 -3.079  0.1188
H: 0.148 3.225 -4.338  0.1179
H: 0.894 8.426 -6.204  0.1383
H: 2.372 9.308 -5.842  0.1282
H: 1.186 10.713 -4.608  0.1146
H: 1.059 9.476 -3.317  0.1214
H: -1.134 9.533 -3.759  0.0624
H: -0.918 9.012 -5.286  0.0496
H: 4.381 9.086 -4.994  0.1089
H: 4.018 6.130 -6.472  0.0739
H: -0.599 7.373 -4.060  0.1501
H: -1.110 5.270 -2.784  0.1939
C: 1.895 3.730 -8.541  -0.1060
C: 2.092 4.229 -9.947  -0.0991
O: 2.515 5.580 -9.738  0.0927
C: 3.048 5.653 -8.506  -0.5326
O: 3.651 6.607 -8.091  0.1559
O: 2.826 4.525 -7.799  0.0703
H: 2.116 2.671 -8.434  0.1401
H: 0.888 3.922 -8.163  0.1332
H: 2.879 3.691 -10.478  0.1427
H: 1.179 4.193 -10.539  0.1403
C: 0.521 2.079 1.042  -0.1294
C: 2.019 1.970 1.107  -0.1090
O: 2.211 0.923 2.056  0.0814
C: 1.084 0.169 2.064  -0.5385
O: 0.982 -0.878 2.623  0.1596
O: 0.088 0.757 1.354  0.0616
H: 0.168 2.377 0.058  0.1046
H: 0.118 2.766 1.788  0.1188
H: 2.461 1.669 0.153  0.1307
H: 2.494 2.891 1.440  0.1355
C: -0.745 -3.671 3.724  -0.1184
C: 0.754 -3.776 3.784  -0.1227
O: 0.958 -4.828 4.733  0.0358
C: -0.165 -5.589 4.744  -0.5529
O: -0.260 -6.637 5.299  0.1578
O: -1.164 -5.002 4.040  0.0688
H: -1.106 -3.372 2.743  0.1237
H: -1.147 -2.986 4.473  0.1385
H: 1.193 -4.073 2.829  0.1385
H: 1.224 -2.855 4.116  0.1210
C: -2.196 -9.938 5.278  -0.1243
C: -0.695 -10.034 5.333  -0.1213
O: -0.483 -11.089 6.276  0.0602
C: -1.602 -11.859 6.288  -0.5666
O: -1.690 -12.908 6.839  0.1599
O: -2.608 -11.272 5.588  0.0581
H: -2.562 -9.635 4.300  0.1125
H: -2.598 -9.258 6.033  0.1385
H: -0.258 -10.325 4.375  0.1349
H: -0.229 -9.111 5.669  0.1106
C: 4.857 -6.402 5.982  -0.1203
C: 3.689 -5.461 6.123  -0.1251
O: 4.322 -4.217 6.431  0.0630
C: 5.592 -4.275 5.952  -0.5650
O: 6.332 -3.347 5.894  0.1631
O: 5.905 -5.534 5.545  0.0602
H: 4.676 -7.190 5.254  0.1330
H: 5.148 -6.857 6.932  0.1336
H: 3.127 -5.350 5.199  0.1111
H: 3.007 -5.757 6.918  0.1386
C: -2.731 -2.159 -0.893  -0.1075
C: -3.902 -1.221 -0.754  -0.1106
O: -3.266 0.029 -0.471  0.0761
C: -2.007 -0.034 -0.959  -0.5467
O: -1.268 0.899 -1.034  0.1298
O: -1.691 -1.289 -1.351  0.0705
H: -2.914 -2.957 -1.609  0.1376
H: -2.429 -2.598 0.059  0.1316
H: -4.475 -1.124 -1.678  0.1348
H: -4.576 -1.506 0.051  0.1384
C: -7.255 -10.219 4.750  -0.1193
C: -7.259 -8.758 5.121  -0.1237
O: -5.950 -8.336 4.739  0.0604
C: -5.505 -9.194 3.784  -0.5608
O: -4.520 -9.029 3.139  0.1510
O: -6.330 -10.262 3.664  0.0687
H: -8.235 -10.577 4.441  0.1338
H: -6.883 -10.856 5.556  0.1370
H: -7.995 -8.183 4.554  0.1324
H: -7.426 -8.594 6.183  0.1339
C: -0.757 6.917 0.447  -0.1272
C: 0.421 5.978 0.362  -0.1257
O: 0.347 5.266 1.593  0.0507
C: -0.947 5.325 2.021  -0.5536
O: -1.380 4.696 2.924  0.1932
O: -1.671 6.200 1.270  0.0715
H: -1.198 7.128 -0.527  0.1174
H: -0.506 7.861 0.934  0.1391
H: 0.332 5.266 -0.462  0.1010
H: 1.371 6.503 0.275  0.1414

Values from the calculation:
LUMO energy ... -3.1 eV
Charge ... +1
Kohn-Sham gap ... 8.23 eV
HOMO energy ... -11.31 eV
Spin multiplicity ... 1

Density functional theory data (ωB97M-V/def2-TZVPD) for a structure of composition C28H36N5O7Sn.

Last column: Löwdin charge in e.
Atoms and positions in Å:
Sn: -1.004 -0.771 0.147  1.3566
N: -1.919 -2.699 1.874  -0.0556
C: -3.341 -2.351 1.884  -0.2081
C: -3.541 -0.846 1.996  -0.5889
O: -4.631 -0.431 2.397  -0.0077
N: -2.493 -0.099 1.627  -0.1329
C: -2.648 1.334 1.757  -0.1553
C: -1.498 2.069 1.082  -0.6465
O: -1.307 3.250 1.324  0.0199
O: -0.795 1.360 0.245  -0.2455
H: -1.780 -3.693 1.739  0.0790
H: -1.477 -2.441 2.749  0.0660
H: -3.911 -2.812 2.693  0.1091
H: -3.774 -2.673 0.935  0.0922
H: -2.691 1.653 2.800  0.1279
H: -3.582 1.679 1.297  0.1268
C: 5.532 3.865 1.889  -0.0657
C: 4.331 2.992 2.158  -0.2404
C: 3.079 3.392 1.706  -0.0532
C: 1.958 2.607 1.933  -0.0453
C: 2.078 1.426 2.645  -0.0092
C: 3.326 1.011 3.097  -0.2035
N: 3.488 -0.163 3.855  0.0913
C: 2.614 -1.245 3.936  -0.1959
C: 2.424 -1.856 5.178  -0.0338
C: 1.621 -2.975 5.315  -0.1072
C: 0.968 -3.496 4.207  -0.1075
C: 1.152 -2.885 2.974  -0.0561
C: 1.973 -1.778 2.811  -0.0765
C: 2.235 -1.291 1.393  -0.6328
O: 3.398 -1.192 1.032  0.0577
O: 1.194 -1.064 0.670  -0.2516
C: 4.468 1.778 2.836  -0.1744
C: 5.817 1.258 3.259  -0.0473
H: 5.213 4.847 1.542  0.0678
H: 6.181 3.437 1.119  0.0800
H: 6.144 4.005 2.782  0.0733
H: 2.980 4.327 1.166  0.1020
H: 0.991 2.918 1.560  0.0810
H: 1.200 0.825 2.847  0.1192
H: 4.136 -0.088 4.620  0.1246
H: 2.921 -1.437 6.047  0.1042
H: 1.501 -3.433 6.290  0.0937
H: 0.329 -4.366 4.302  0.0923
H: 0.676 -3.280 2.087  0.1021
H: 5.858 0.177 3.120  0.0813
H: 6.042 1.468 4.312  0.0817
H: 6.618 1.701 2.670  0.0636
C: 1.585 0.011 -4.234  -0.1473
C: 0.528 1.127 -4.368  -0.1561
C: -0.458 0.784 -3.257  -0.2193
O: -0.454 -0.640 -3.216  -0.2362
C: 0.924 -1.008 -3.285  -0.1901
H: 2.512 0.387 -3.803  0.1069
H: 1.822 -0.431 -5.202  0.0973
H: 0.033 1.079 -5.340  0.0978
H: 0.950 2.125 -4.251  0.1076
H: -1.483 1.113 -3.435  0.1132
H: -0.128 1.192 -2.295  0.1075
H: 0.972 -2.037 -3.638  0.1186
H: 1.362 -0.961 -2.283  0.1077
N: -3.364 -2.041 -1.684  0.1555
C: -3.774 -1.492 -2.614  -0.2735
N: -4.129 -0.848 -3.729  -0.0977
C: -3.329 -1.082 -4.935  -0.1173
C: -3.532 0.093 -5.865  -0.1884
O: -4.912 0.303 -6.138  -0.1322
C: -5.623 0.594 -4.946  -0.1951
C: -5.540 -0.556 -3.965  -0.1274
H: -3.647 -2.009 -5.428  0.1325
H: -2.284 -1.170 -4.638  0.1156
H: -3.049 -0.096 -6.823  0.1275
H: -3.101 0.997 -5.419  0.1216
H: -6.659 0.774 -5.233  0.1250
H: -5.218 1.502 -4.483  0.1300
H: -6.052 -1.435 -4.376  0.1297
H: -6.006 -0.287 -3.018  0.1343

Values from the calculation:
LUMO energy ... 2.4 eV
ΔE to the lowest compared entry with this formula, charge and spin ... 37.06 kcal/mol
Charge ... -1
Kohn-Sham gap ... 7.25 eV
HOMO energy ... -4.90 eV
Spin multiplicity ... 1

Density functional theory data (ωB97M-V/def2-TZVPD) for the molecule C7H12O.

Last column: Löwdin charge in e.
Atoms and positions in Å:
C: -1.211 1.138 -0.612  -0.0739
C: -0.448 0.473 0.538  -0.3827
C: -1.388 -0.376 1.397  -0.0791
C: 0.918 -0.295 0.132  -0.3298
C: 2.098 0.678 -0.022  -0.0693
C: 0.791 -1.202 -1.058  -0.0737
C: -0.302 -1.862 -1.335  -0.1990
O: -1.269 -2.441 -1.665  0.1571
H: -1.765 0.413 -1.216  0.0728
H: -0.543 1.700 -1.271  0.0789
H: -1.955 1.839 -0.215  0.0802
H: -0.106 1.286 1.193  0.1240
H: -1.897 -1.151 0.818  0.0718
H: -2.165 0.254 1.847  0.0803
H: -0.844 -0.856 2.218  0.0782
H: 1.144 -0.930 0.998  0.1231
H: 1.778 1.709 -0.201  0.0742
H: 2.787 0.399 -0.826  0.0713
H: 2.695 0.685 0.898  0.0782
H: 1.683 -1.461 -1.619  0.1174

Values from the calculation:
LUMO energy ... 0.9 eV
ΔE to the lowest compared entry with this formula, charge and spin ... 16.87 kcal/mol
Kohn-Sham gap ... 9.62 eV
SMILES ... CC(C)[C@H](C)C=C=O
HOMO energy ... -8.72 eV
Spin multiplicity ... 1

Density functional theory data (ωB97M-V/def2-TZVPD) for a cluster of 2 separate species, C4H5BrO in total.

Last column: Löwdin charge in e.
Atoms and positions in Å:
C: 0.064 1.548 0.140  -0.0799
C: 1.468 1.169 0.018  -0.1064
C: 1.630 -0.023 -0.578  -0.0266
O: 0.245 -0.407 -0.893  -0.1347
C: -0.757 0.552 -0.373  -0.0502
H: -0.065 2.424 0.732  0.0855
H: 2.370 1.689 0.260  0.0939
H: 2.357 -0.567 -1.013  0.0770
H: -1.773 0.511 -0.758  0.0920
Br: -1.715 1.906 -3.637  0.3537
H: -1.452 0.558 -3.396  -0.3044

Values from the calculation:
LUMO energy ... 0.9 eV
ΔE to the lowest compared entry with this formula, charge and spin ... 28.99 kcal/mol
Kohn-Sham gap ... 10.03 eV
SMILES ... c1ccoc1.Br
HOMO energy ... -9.16 eV
Spin multiplicity ... 1